1.
15
Properties=species:S:1:pos:R:3:nbo_charge:R:1 method="wB97M-V/def2-TZVPD" orbital_gap_ev="8.6 / 8.6" e_above_lowest_kcal_mol=84.46 e_homo_ev="-8.391 / -8.394"
C 2.9033 0.7988 0.1582 -0.1246
C 0.8201 0.7692 -0.3022 0.1366
C 0.9539 -0.5634 -0.1479 -0.3020
C -0.3379 -1.2979 -0.2975 -0.4906
C -1.2406 -0.1045 -0.5649 0.0388
C -2.1007 0.4642 0.4956 -0.6763
N 1.8902 1.5433 -0.1284 -0.4678
S 2.6323 -0.9220 0.2421 0.3402
H 3.8837 1.1819 0.3511 0.2112
H -0.3164 -2.0106 -1.1251 0.2246
H -0.6134 -1.8219 0.6211 0.2184
H -1.4726 0.1230 -1.5905 0.2078
H -3.1291 0.1036 0.3855 0.2193
H -2.1365 1.5503 0.4218 0.2443
H -1.7362 0.1858 1.4811 0.2199

2.
77
Properties=species:S:1:pos:R:3:lowdin_charge:R:1 method="wB97M-V/def2-TZVPD" charge=+1 orbital_gap_ev=7.7 e_homo_ev=-11.354
C -2.8915 4.4295 2.4586 0.0011
C -1.9268 4.2002 3.4349 -0.1520
C -0.4282 4.5123 3.1263 -0.1323
C 0.0110 3.5897 1.9600 -0.2801
C 1.4921 3.6224 1.4551 -0.0633
C 1.5812 2.4914 0.3738 -0.2532
C 1.4164 2.8898 -1.1279 -0.1013
C -0.0191 3.4353 -1.4627 -0.2274
O -0.3431 3.2787 -2.8343 -0.1497
C -1.6747 2.8325 -3.0262 -0.2740
C -2.7848 3.7727 -2.4391 -0.0675
C 0.5334 1.4589 0.9753 -0.0819
N -0.2333 2.1235 2.0878 0.1050
H -3.5281 3.6570 1.9964 0.0635
H -2.9951 5.4732 2.0927 0.0766
H -2.1726 3.8083 4.4382 0.1024
H -0.3886 5.5640 2.7622 0.1352
H 0.2100 4.4339 4.0308 0.1212
H -0.6594 3.9002 1.1315 0.1297
H 2.0539 3.2610 2.3561 0.1353
H 1.9339 4.6077 1.2167 0.1395
H 2.5350 1.9372 0.4498 0.1412
H 1.7151 2.0691 -1.8163 0.1298
H 2.1652 3.6948 -1.3018 0.1256
H -0.7777 2.9375 -0.8195 0.1008
H 0.0209 4.5330 -1.2656 0.1362
H -1.8523 1.7863 -2.6762 0.1201
H -1.8291 2.7979 -4.1239 0.1076
H -2.4069 4.5795 -1.7846 0.0695
H -3.5558 3.1984 -1.8814 0.0756
H -3.3094 4.2645 -3.2837 0.0787
H -0.0844 1.1726 0.0993 0.1312
H 1.0739 0.5313 1.2220 0.1295
H 0.2873 1.8010 2.9197 0.1368
H -1.1737 1.7684 1.9324 0.1829
C -0.8234 -2.0622 7.7597 -0.0483
C 0.5571 -1.9532 7.8839 -0.0460
C 1.3027 -1.3767 6.8672 0.0115
C 0.6516 -0.9089 5.7321 -0.1471
C -0.7272 -1.0195 5.5945 -0.0047
C -1.4640 -1.6000 6.6153 -0.0552
N 1.4316 -0.2807 4.6725 -0.3224
O 2.6248 -0.2160 4.8093 0.1319
O 0.8344 0.1559 3.6908 0.0016
H -1.4027 -2.5085 8.5583 0.1162
H 1.0511 -2.3158 8.7755 0.1170
H 2.3761 -1.2958 6.9712 0.1255
H -1.2333 -0.6607 4.7092 0.1123
H -2.5383 -1.6901 6.5220 0.1133
C -0.4894 0.8792 -7.0127 -0.0594
C -0.3968 -0.1328 -7.9618 -0.0557
C -0.2948 -1.4574 -7.5587 0.0074
C -0.2914 -1.7531 -6.2022 -0.1436
C -0.3759 -0.7503 -5.2474 -0.0009
C -0.4745 0.5705 -5.6573 -0.0611
N -0.2088 -3.1455 -5.7665 -0.3385
O -0.1153 -4.0008 -6.6148 0.1089
O -0.2429 -3.3640 -4.5694 0.0444
H -0.5740 1.9114 -7.3308 0.1109
H -0.4070 0.1107 -9.0161 0.1124
H -0.2231 -2.2392 -8.3022 0.1233
H -0.3678 -0.9827 -4.1913 0.1151
H -0.5427 1.3588 -4.9197 0.0747
C 0.5127 -4.9231 -2.0857 -0.0687
C -0.1684 -5.5031 -1.0209 -0.0641
C 0.5161 -6.2795 -0.0963 -0.0068
C 1.8838 -6.4638 -0.2472 -0.1510
C 2.5731 -5.8963 -1.3106 -0.0013
C 1.8802 -5.1234 -2.2323 -0.0579
N 2.6133 -7.2600 0.7389 -0.3618
O 1.9786 -7.7562 1.6458 0.0768
O 3.8116 -7.3748 0.5978 0.0814
H -0.0217 -4.3138 -2.8013 0.0664
H -1.2340 -5.3470 -0.9104 0.1058
H -0.0204 -6.7273 0.7290 0.1172
H 3.6376 -6.0450 -1.4296 0.1192
H 2.4067 -4.6733 -3.0642 0.1089

Total energy across the listed records, respectively: -18657.0867; -50948.0857 eV.